Run 1
{"formula": "C39H29N5O4PbSi", "method": "ωB97M-V/def2-TZVPD", "multiplicity": 1, "e_lumo_ev": -0.7, "orbital_gap_ev": 7.48, "species": ["Pb", "O", "C", "O", "C", "C", "C", "N", "C", "C", "C", "C", "C", "C", "C", "N", "C", "C", "C", "C", "C", "N", "H", "H", "H", "H", "H", "H", "H", "H", "H", "H", "O", "C", "O", "C", "C", "C", "C", "C", "N", "H", "H", "H", "H", "C", "Si", "C", "C", "C", "C", "C", "C", "C", "H", "H", "H", "H", "H", "H", "H", "H", "H", "H", "H", "N", "C", "C", "C", "C", "C", "C", "C", "C", "C", "H", "H", "H", "H"], "positions_angstrom": [[0.509, -0.942, -0.266], [0.143, 2.927, -6.547], [-0.362, 1.991, -5.926], [-1.430, 1.354, -6.057], [0.357, 1.469, -4.678], [0.330, 2.200, -3.498], [0.703, 1.596, -2.314], [1.113, 0.323, -2.262], [1.232, -0.368, -3.409], [0.860, 0.169, -4.621], [1.797, -1.747, -3.279], [2.411, -2.395, -4.342], [2.970, -3.644, -4.134], [2.900, -4.220, -2.875], [2.257, -3.519, -1.874], [1.719, -2.315, -2.072], [0.692, 2.321, -1.011], [0.891, 3.691, -0.937], [0.933, 4.292, 0.308], [0.773, 3.515, 1.444], [0.581, 2.156, 1.286], [0.540, 1.575, 0.086], [-0.026, 3.223, -3.509], [0.900, -0.421, -5.527], [2.472, -1.916, -5.309], [3.468, -4.157, -4.946], [3.338, -5.187, -2.669], [2.167, -3.925, -0.873], [1.037, 4.267, -1.840], [1.107, 5.357, 0.391], [0.801, 3.948, 2.434], [0.463, 1.500, 2.142], [-3.279, 1.156, 1.644], [-2.569, 0.182, 1.631], [-2.516, -0.709, 0.652], [-1.622, -0.129, 2.768], [-1.611, 0.719, 3.866], [-0.743, 0.433, 4.907], [0.075, -0.681, 4.808], [-0.002, -1.458, 3.661], [-0.829, -1.194, 2.652], [-2.274, 1.573, 3.881], [-0.707, 1.069, 5.783], [0.760, -0.948, 5.602], [0.636, -2.327, 3.542], [-5.189, -1.344, -0.047], [-3.551, -0.815, -0.719], [-2.779, -2.179, -1.709], [-3.616, 0.754, -1.689], [-4.420, 1.826, -1.283], [-4.524, 2.968, -2.061], [-3.830, 3.057, -3.265], [-3.024, 2.011, -3.688], [-2.919, 0.870, -2.898], [-5.854, -1.639, -0.863], [-5.679, -0.545, 0.514], [-5.061, -2.202, 0.618], [-3.495, -2.552, -2.448], [-2.499, -3.008, -1.054], [-1.890, -1.855, -2.256], [-4.957, 1.774, -0.343], [-5.150, 3.788, -1.732], [-3.927, 3.943, -3.880], [-2.485, 2.048, -4.628], [-2.289, 0.063, -3.260], [5.131, -1.515, 8.628], [4.783, -1.450, 7.535], [4.345, -1.361, 6.161], [4.090, -2.521, 5.433], [3.643, -2.431, 4.127], [3.440, -1.184, 3.530], [3.730, -0.027, 4.260], [4.177, -0.113, 5.565], [2.862, -1.084, 2.217], [2.295, -0.990, 1.145], [4.243, -3.486, 5.897], [3.443, -3.327, 3.556], [3.595, 0.937, 3.789], [4.393, 0.782, 6.133]]}

***

Run 2
{"formula": "C39H29N5O4PbSi", "method": "ωB97M-V/def2-TZVPD", "multiplicity": 1, "e_lumo_ev": -2.5, "orbital_gap_ev": 5.21, "species": ["Pb", "O", "C", "O", "C", "C", "C", "N", "C", "C", "C", "C", "C", "C", "C", "N", "C", "C", "C", "C", "C", "N", "H", "H", "H", "H", "H", "H", "H", "H", "H", "H", "O", "C", "O", "C", "C", "C", "C", "C", "N", "H", "H", "H", "H", "C", "Si", "C", "C", "C", "C", "C", "C", "C", "H", "H", "H", "H", "H", "H", "H", "H", "H", "H", "H", "N", "C", "C", "C", "C", "C", "C", "C", "C", "C", "H", "H", "H", "H"], "positions_angstrom": [[-0.787, 0.007, 0.766], [-0.172, -7.250, 1.283], [-0.987, -6.697, 0.518], [-1.801, -7.106, -0.337], [-0.959, -5.124, 0.626], [-0.114, -4.484, 1.512], [-0.150, -3.104, 1.625], [-0.964, -2.363, 0.852], [-1.819, -2.980, 0.006], [-1.844, -4.355, -0.109], [-2.802, -2.144, -0.727], [-3.489, -2.608, -1.844], [-4.440, -1.794, -2.432], [-4.683, -0.535, -1.898], [-3.924, -0.136, -0.816], [-3.009, -0.920, -0.246], [0.594, -2.465, 2.744], [1.858, -2.907, 3.109], [2.417, -2.422, 4.275], [1.680, -1.551, 5.063], [0.435, -1.149, 4.610], [-0.095, -1.570, 3.459], [0.527, -5.084, 2.147], [-2.556, -4.867, -0.744], [-3.271, -3.586, -2.251], [-4.986, -2.138, -3.303], [-5.433, 0.124, -2.319], [-4.055, 0.851, -0.376], [2.390, -3.611, 2.478], [3.409, -2.735, 4.581], [2.061, -1.178, 6.006], [-0.168, -0.466, 5.196], [3.702, -0.037, 1.078], [2.553, 0.231, 1.407], [1.507, -0.261, 0.801], [2.461, 1.161, 2.635], [3.640, 1.420, 3.327], [3.597, 2.195, 4.473], [2.373, 2.696, 4.898], [1.255, 2.403, 4.141], [1.297, 1.661, 3.031], [4.558, 0.997, 2.941], [4.498, 2.398, 5.038], [2.290, 3.298, 5.795], [0.272, 2.756, 4.448], [-2.105, 3.676, 1.283], [-0.945, 2.960, 0.035], [-1.663, 2.795, -1.650], [0.797, 3.474, 0.087], [1.199, 4.488, 0.967], [2.525, 4.881, 1.005], [3.459, 4.254, 0.181], [3.067, 3.250, -0.694], [1.739, 2.860, -0.746], [-2.605, 4.537, 0.821], [-1.574, 4.019, 2.172], [-2.868, 2.962, 1.592], [-1.786, 3.808, -2.059], [-2.636, 2.295, -1.638], [-1.002, 2.223, -2.298], [0.475, 4.976, 1.611], [2.837, 5.668, 1.682], [4.499, 4.553, 0.230], [3.800, 2.756, -1.320], [1.440, 2.055, -1.416], [-0.367, -0.706, -9.506], [-0.371, -0.666, -8.356], [-0.380, -0.601, -6.914], [0.795, -0.800, -6.194], [0.785, -0.714, -4.814], [-0.398, -0.430, -4.128], [-1.575, -0.238, -4.861], [-1.569, -0.321, -6.240], [-0.418, -0.314, -2.697], [-0.457, -0.192, -1.489], [1.712, -1.020, -6.723], [1.697, -0.868, -4.250], [-2.494, -0.022, -4.331], [-2.478, -0.170, -6.807]]}

***

Stability, descending: run 1, run 2